{"formula": "C52H104F12O26", "method": "ωB97M-V with the def2-TZVPD basis set", "spin_multiplicity": 2, "s_squared": 0.753, "charge": -1, "e_tot_ev": -141439.886, "elements": ["C", "O", "C", "C", "O", "C", "C", "O", "C", "H", "H", "H", "H", "H", "H", "H", "H", "H", "H", "H", "H", "H", "H", "C", "O", "C", "C", "O", "C", "C", "O", "C", "H", "H", "H", "H", "H", "H", "H", "H", "H", "H", "H", "H", "H", "H", "C", "O", "C", "C", "O", "C", "C", "O", "C", "H", "H", "H", "H", "H", "H", "H", "H", "H", "H", "H", "H", "H", "H", "C", "O", "C", "C", "O", "C", "C", "O", "C", "H", "H", "H", "H", "H", "H", "H", "H", "H", "H", "H", "H", "H", "H", "C", "O", "C", "C", "O", "C", "C", "O", "C", "H", "H", "H", "H", "H", "H", "H", "H", "H", "H", "H", "H", "H", "H", "C", "O", "C", "C", "O", "C", "C", "O", "C", "H", "H", "H", "H", "H", "H", "H", "H", "H", "H", "H", "H", "H", "H", "C", "C", "O", "C", "O", "C", "F", "F", "F", "H", "H", "H", "H", "H", "C", "C", "O", "C", "O", "C", "F", "F", "F", "H", "H", "H", "H", "H", "C", "C", "O", "C", "O", "C", "F", "F", "F", "H", "H", "H", "H", "H", "C", "C", "O", "C", "O", "C", "F", "F", "F", "H", "H", "H", "H", "H"], "coordinates": [[3.705572, -3.255812, 3.349483], [3.774146, -4.691889, 3.193194], [4.091267, -5.409143, 4.304759], [2.998739, -5.377323, 5.498364], [2.873099, -4.039443, 5.942660], [1.878375, -3.770609, 6.961814], [1.721203, -2.262947, 6.994913], [1.270879, -1.810520, 5.793300], [1.135420, -0.378793, 5.949223], [3.802565, -2.687121, 2.424664], [4.530118, -2.917795, 3.977154], [2.716600, -3.030905, 3.748779], [5.111662, -5.393772, 4.687715], [3.991585, -6.435383, 3.951209], [3.190098, -6.106220, 6.285891], [2.061800, -5.752885, 5.087020], [2.045167, -4.200069, 7.949665], [0.943913, -4.201938, 6.602887], [2.718153, -1.870456, 7.195285], [1.008373, -2.021258, 7.783298], [0.797184, 0.054386, 5.007919], [2.124653, 0.022335, 6.169694], [0.538154, -0.100028, 6.817361], [-1.884806, 1.023550, -7.810077], [-2.564649, 2.307264, -7.882633], [-1.610448, 3.306023, -8.228778], [-1.329635, 4.379816, -7.139990], [-0.970992, 3.731904, -5.944597], [-2.029264, 3.574777, -5.003509], [-1.656034, 2.750060, -3.825222], [-1.719654, 1.330158, -4.102423], [-0.951676, 0.696674, -3.058496], [-2.619434, 0.352954, -7.364296], [-0.998111, 1.007748, -7.176326], [-1.525301, 0.675223, -8.778336], [-1.981763, 3.878390, -9.078858], [-0.703774, 2.840002, -8.614594], [-2.223388, 5.002491, -7.100316], [-0.434850, 4.926464, -7.437735], [-2.920877, 3.118909, -5.433980], [-2.505850, 4.527064, -4.770856], [-2.265464, 3.006356, -2.958611], [-0.648474, 3.119296, -3.633944], [-1.013552, 1.155287, -2.071612], [0.100859, 0.507727, -3.269613], [-1.480732, -0.215811, -2.783594], [-0.715128, -9.751328, -0.532483], [-0.882395, -9.655654, 0.822388], [-1.725636, -8.547158, 1.297248], [-0.821089, -7.560413, 1.963517], [-1.576495, -6.528860, 2.587804], [-0.797578, -5.529332, 3.131811], [-1.700640, -4.593992, 3.973263], [-2.458627, -5.164557, 5.065878], [-3.165661, -4.255739, 5.870358], [-1.576363, -10.250356, -0.976723], [0.100003, -10.468651, -0.627914], [-0.419201, -8.820307, -1.015922], [-2.471792, -8.889360, 2.014370], [-2.364505, -8.093200, 0.539705], [-0.121205, -7.108074, 1.260928], [-0.185934, -8.206222, 2.569831], [-0.380010, -5.025833, 2.259898], [0.038436, -5.912625, 3.716847], [-2.364525, -3.937631, 3.410643], [-1.101047, -3.832321, 4.471727], [-3.531453, -4.747459, 6.771746], [-4.049645, -3.877998, 5.356569], [-2.540044, -3.420165, 6.184255], [1.556793, 1.279243, -5.913887], [2.390841, 2.414025, -5.727921], [2.265839, 2.976729, -4.397751], [3.414787, 3.924593, -3.972037], [3.656641, 5.086724, -4.796774], [2.559427, 5.995694, -4.938597], [2.451253, 6.953232, -3.665537], [2.344909, 6.323726, -2.367581], [2.185700, 7.193687, -1.259856], [2.069298, 0.397907, -5.528289], [1.393422, 1.141531, -6.982744], [0.528455, 1.348304, -5.559136], [2.322496, 2.253894, -3.583860], [1.293587, 3.406530, -4.156724], [4.391709, 3.441364, -3.986204], [3.392997, 4.034244, -2.887788], [1.638567, 5.442261, -5.122517], [2.680892, 6.654630, -5.798328], [1.601337, 7.620538, -3.808528], [3.318225, 7.608586, -3.748991], [1.427700, 7.953489, -1.450243], [3.083423, 7.801557, -1.147263], [1.989364, 6.580518, -0.380316], [4.607221, -0.080153, -3.606636], [4.879506, -0.530134, -4.924512], [6.184755, -0.169672, -5.367826], [6.198048, 1.407307, -5.757034], [6.815250, 1.704485, -6.956239], [6.390902, 2.987278, -7.488601], [6.518264, 2.739676, -9.030267], [6.188080, 3.803752, -9.902737], [7.035351, 4.968515, -9.679606], [4.273415, 0.956385, -3.654222], [5.329715, -0.298754, -2.820318], [3.694002, -0.599716, -3.316478], [6.488185, -0.828015, -6.181837], [6.915547, -0.378493, -4.586518], [6.675008, 1.930345, -4.928157], [5.159146, 1.728022, -5.680006], [6.949698, 3.835162, -7.092442], [5.352154, 3.262569, -7.306031], [5.736680, 1.999951, -9.203545], [7.402469, 2.232265, -9.416028], [6.864383, 5.611864, -10.542717], [8.089980, 4.723334, -9.805035], [6.816396, 5.599582, -8.818254], [-5.492162, -1.102216, 4.672714], [-4.403155, -0.796505, 5.557862], [-3.652019, 0.408611, 5.247441], [-4.507174, 1.687020, 5.049634], [-5.348081, 1.930028, 6.123707], [-6.456533, 2.850559, 5.965107], [-7.167581, 2.668814, 7.375747], [-6.886092, 3.754049, 8.330984], [-5.547996, 3.783880, 8.749206], [-6.109527, -1.870270, 5.138610], [-5.041322, -1.506182, 3.766262], [-6.140211, -0.253806, 4.452884], [-3.185872, 0.157928, 4.294560], [-2.858417, 0.496320, 5.989458], [-4.940821, 1.589038, 4.054418], [-3.923897, 2.587473, 4.857149], [-7.105293, 2.484042, 5.169574], [-6.124320, 3.887103, 5.907592], [-6.932201, 1.641153, 7.652541], [-8.248422, 2.680928, 7.235239], [-5.444737, 4.505662, 9.559446], [-4.960349, 4.283474, 7.979018], [-5.045122, 2.889132, 9.116123], [-0.798204, -0.192803, 2.555674], [0.022977, -1.433789, 2.231593], [1.143971, -1.095421, 1.338323], [0.922701, -0.747147, 0.076080], [-0.206890, -0.671953, -0.386869], [2.203139, -0.604159, -0.735554], [2.301728, -1.419707, -1.745565], [2.221839, 0.644737, -1.201531], [3.297016, -0.725560, -0.061119], [-1.389329, -0.478975, 3.425595], [-1.453638, 0.166913, 1.762517], [-0.211737, 0.692593, 2.801073], [-0.554218, -2.229237, 1.760195], [0.405383, -1.996222, 3.083375], [2.317486, 3.764722, 4.343273], [2.980637, 2.570321, 3.574410], [4.179837, 2.314291, 4.233577], [5.162284, 1.437898, 3.762890], [5.201635, 0.891944, 2.638519], [6.097675, 1.062782, 4.872152], [5.560444, 0.043159, 5.609993], [7.280820, 0.637080, 4.350645], [6.314701, 2.008719, 5.706632], [2.280687, 3.652567, 5.426863], [1.312635, 3.970229, 3.974312], [2.900360, 4.685402, 4.316680], [3.092929, 2.815115, 2.518208], [2.366908, 1.682542, 3.726997], [-1.367962, -4.821083, -0.869990], [-2.473010, -3.864435, -1.430287], [-3.026652, -3.279430, -0.254812], [-4.164345, -3.557850, 0.285676], [-4.837907, -4.516117, -0.076833], [-4.524005, -2.774327, 1.513327], [-3.535133, -1.984213, 1.824175], [-5.653356, -2.103412, 1.366479], [-4.674013, -3.648570, 2.533552], [-1.118844, -5.556215, -1.635261], [-1.756404, -5.406467, -0.036612], [-0.452973, -4.285718, -0.616470], [-3.179612, -4.460837, -2.007441], [-2.025351, -3.131798, -2.101817], [-7.464925, -0.257898, -1.783641], [-6.845203, 1.063767, -2.263551], [-5.930599, 1.498748, -1.258896], [-4.587643, 1.219784, -1.426935], [-4.084515, 0.534024, -2.366406], [-3.683261, 1.568361, -0.235426], [-4.353512, 1.900825, 0.840479], [-3.026971, 0.507926, 0.013385], [-2.751446, 2.440272, -0.693844], [-8.263171, -0.125308, -1.053354], [-6.675786, -0.894268, -1.383158], [-7.944560, -0.792860, -2.603315], [-7.567868, 1.872115, -2.374982], [-6.265587, 1.026641, -3.185930]], "forces_ev_per_angstrom": [[-0.116, -0.101, 0.229], [0.030, 1.567, -1.280], [-1.700, -2.182, 2.037], [0.755, 0.718, -1.437], [-0.137, -0.357, 1.445], [-0.150, -0.111, -1.802], [0.931, -1.919, 1.150], [-1.184, 1.824, -0.946], [0.909, -0.424, -0.607], [0.122, -0.722, -0.434], [-0.282, 0.117, 0.334], [0.300, 0.336, 0.381], [0.217, 0.994, 0.068], [0.088, -0.406, 0.068], [0.736, 0.104, 0.353], [-0.435, 0.287, -0.394], [0.646, -0.011, 0.066], [-0.374, -0.140, -0.029], [0.114, 0.409, 0.360], [0.033, 0.206, 0.440], [-0.205, -0.105, 0.201], [0.226, 0.178, -0.207], [-0.589, -0.194, -0.128], [-0.806, 0.298, 0.526], [1.602, -0.497, 0.038], [-0.168, 0.901, -0.489], [0.178, -2.029, -0.727], [-0.361, 0.051, 1.172], [-1.897, -0.148, -1.173], [0.557, 0.178, -0.553], [1.348, 1.452, 1.214], [-1.218, -1.008, 0.558], [0.130, -0.177, -0.263], [-0.159, 0.504, 0.335], [-0.426, 0.052, -0.353], [-0.339, 0.021, -0.301], [0.278, -0.028, 0.412], [0.079, 0.286, 0.555], [-0.238, 0.366, -0.222], [0.134, -0.689, -0.730], [0.750, 0.653, 0.679], [-0.162, -0.114, -0.033], [0.421, -0.632, 0.559], [0.086, 0.918, -0.246], [-0.048, 0.119, -0.442], [0.282, -0.483, -0.632], [0.490, -1.046, -0.699], [-1.396, 1.659, 2.337], [-0.170, -0.728, -0.527], [0.220, 0.405, -0.295], [-0.599, -2.262, -0.130], [-0.759, 0.783, 0.696], [-0.138, 1.308, 1.274], [0.699, -1.394, -0.822], [0.015, 0.242, -0.309], [-0.283, 0.415, -0.510], [0.219, 0.088, -0.386], [-0.236, 0.136, -0.161], [0.318, -0.498, 0.269], [0.399, -0.047, -0.664], [0.061, 0.144, -0.457], [0.023, 0.466, 1.026], [0.359, 0.948, 0.253], [-0.013, -0.149, 0.286], [-0.305, -0.552, -0.764], [0.926, 0.049, -0.103], [0.252, -0.343, -0.111], [-0.045, 0.275, -0.209], [0.101, 0.246, -0.031], [0.143, -0.148, -0.570], [-0.548, 0.870, 1.466], [1.020, 0.187, 0.438], [0.549, -0.547, -1.154], [-0.793, 0.299, 0.236], [-0.084, -0.240, 2.452], [-0.118, -0.353, -0.388], [-0.047, -0.369, -1.332], [0.545, 0.429, -1.032], [-0.166, -0.194, 0.172], [0.502, 0.048, -0.215], [0.093, 0.404, 0.735], [0.203, -0.963, -0.230], [-0.215, 0.413, -0.867], [-0.011, -0.550, -0.817], [-0.968, 1.091, 0.092], [-0.194, -0.087, 0.207], [0.521, -0.091, 0.004], [-0.431, 0.022, -0.073], [0.444, -0.044, 0.473], [-0.662, -0.225, 0.114], [0.420, -0.169, 0.397], [-0.026, 0.198, -0.139], [-1.722, -0.202, -0.415], [1.110, -0.387, 0.155], [-0.172, 1.576, -0.351], [-0.254, -1.885, 2.035], [-0.585, 1.184, -0.835], [0.867, -0.752, -1.499], [-1.155, -0.374, 0.093], [0.854, 1.602, 1.134], [-0.583, -0.349, -1.785], [0.586, 0.409, 0.345], [0.515, 0.181, -0.364], [0.115, -0.156, -0.032], [-0.411, 0.282, -0.393], [0.024, 0.206, 0.298], [0.412, 0.189, 0.162], [-0.309, -0.059, -0.603], [0.596, -0.202, 0.052], [-0.276, -0.578, 0.282], [-0.128, -0.069, -0.094], [0.692, 0.278, 0.723], [-0.326, 0.048, -0.081], [0.164, -0.294, 0.670], [-0.018, -0.582, 0.408], [1.042, 0.046, 0.278], [-0.538, 0.973, 0.595], [-0.869, -0.706, -0.482], [0.972, -0.028, -0.751], [-0.754, 0.020, -0.003], [0.452, -1.412, 2.556], [-0.271, 1.480, -1.133], [-0.465, -2.419, -0.746], [0.867, 1.605, 0.122], [0.216, -0.020, 0.109], [-0.387, 0.117, -0.202], [0.107, 0.146, -0.013], [0.304, 0.596, -0.264], [-0.325, 0.001, 0.203], [-1.193, -0.285, 0.044], [0.954, -0.032, 0.290], [-0.003, 0.400, -0.227], [-0.006, 0.039, -0.583], [0.440, 0.247, 0.789], [-0.032, 0.348, 0.087], [-0.531, -0.004, 0.305], [0.464, -0.508, -0.371], [-0.512, -0.515, -0.437], [-0.152, -0.238, 0.324], [-0.118, 0.278, -1.198], [0.795, -0.211, 0.163], [-3.066, -1.592, 1.307], [1.757, 0.254, -0.237], [0.403, 1.593, 0.488], [-0.910, -1.353, -1.340], [-0.514, 1.059, -0.795], [1.224, -0.575, 1.638], [-0.171, 0.287, 0.046], [0.011, -0.612, -0.102], [0.464, -0.307, 0.312], [-0.422, 0.357, -0.606], [0.752, 0.876, 0.220], [0.462, -0.165, -0.185], [-0.049, 0.579, 1.534], [-0.084, 1.050, 0.722], [1.760, 0.246, 0.687], [-0.742, -0.543, -1.368], [-2.232, -0.479, -4.313], [0.361, -1.482, 1.202], [-0.005, -0.383, 0.641], [0.989, 2.273, 2.561], [-0.233, -0.862, 0.038], [-0.072, 0.011, -0.064], [0.205, 0.039, -0.782], [0.083, -0.167, -0.143], [-0.595, -0.219, -0.545], [-0.485, 0.109, -1.030], [1.193, -2.228, 0.464], [0.940, 2.804, 0.070], [-1.204, -4.154, -2.285], [0.043, 1.560, 0.669], [0.158, -1.173, 0.566], [0.693, 1.436, 0.587], [-0.321, 0.403, -0.087], [-0.270, 0.234, -0.210], [0.150, 0.051, -0.167], [-0.002, 0.247, 0.189], [-0.164, 0.023, 0.222], [-0.401, 0.219, 0.371], [-0.289, 0.475, 0.546], [-0.045, 0.185, -0.710], [0.002, -0.364, -0.181], [2.854, 0.539, 0.707], [-0.914, -3.117, -3.676], [-2.303, 3.099, 3.557], [-0.546, 0.583, -2.410], [-0.012, 1.293, 0.569], [1.579, -2.838, 1.175], [-0.771, 0.976, 0.998], [0.315, 0.254, 0.239], [-0.107, -0.022, 0.037], [0.170, 0.021, -0.204], [-0.077, -0.111, 0.172], [-0.278, -0.561, -0.134]], "lowdin_charge": [-0.044, -0.173, -0.228, -0.162, -0.161, -0.154, -0.275, -0.171, -0.060, 0.084, 0.101, 0.069, 0.118, 0.111, 0.112, 0.095, 0.123, 0.115, 0.137, 0.125, 0.069, 0.094, 0.084, -0.078, -0.176, -0.206, -0.172, -0.131, -0.203, -0.198, -0.156, -0.114, 0.091, 0.059, 0.084, 0.112, 0.114, 0.122, 0.125, 0.124, 0.124, 0.113, 0.111, 0.064, 0.077, 0.072, -0.152, -0.185, -0.162, -0.207, -0.124, -0.183, -0.148, -0.182, -0.111, 0.086, 0.089, 0.088, 0.127, 0.121, 0.125, 0.134, 0.117, 0.117, 0.098, 0.106, 0.088, 0.073, 0.085, -0.100, -0.160, -0.181, -0.162, -0.133, -0.150, -0.164, -0.204, -0.106, 0.088, 0.082, 0.059, 0.103, 0.094, 0.108, 0.120, 0.104, 0.118, 0.108, 0.112, 0.076, 0.082, 0.094, -0.097, -0.196, -0.148, -0.193, -0.132, -0.146, -0.206, -0.187, -0.097, 0.069, 0.105, 0.068, 0.116, 0.107, 0.118, 0.098, 0.114, 0.125, 0.121, 0.122, 0.076, 0.086, 0.082, -0.081, -0.197, -0.139, -0.228, -0.168, -0.126, -0.140, -0.181, -0.139, 0.094, 0.054, 0.079, 0.090, 0.125, 0.106, 0.125, 0.119, 0.121, 0.121, 0.110, 0.081, 0.080, 0.094, -0.050, -0.141, 0.040, -0.344, 0.124, -0.628, 0.192, 0.162, 0.223, 0.059, 0.055, 0.082, 0.109, 0.109, -0.081, -0.260, -0.099, -0.496, -0.083, -0.642, 0.062, 0.095, 0.165, 0.059, 0.052, 0.060, 0.111, 0.091, -0.034, -0.145, 0.032, -0.395, 0.137, -0.596, 0.189, 0.190, 0.156, 0.074, 0.066, 0.076, 0.121, 0.124, -0.042, -0.199, -0.009, -0.254, 0.111, -0.620, 0.205, 0.211, 0.151, 0.077, 0.073, 0.077, 0.122, 0.118]}